1.
{"formula": "C34H35N12O2S4Tl", "method": "ωB97M-V with the def2-TZVPD basis set", "symbols": ["Tl", "N", "C", "S", "N", "N", "C", "C", "C", "C", "C", "C", "C", "C", "C", "C", "C", "C", "N", "H", "H", "H", "H", "H", "H", "H", "H", "H", "H", "H", "S", "C", "C", "C", "C", "N", "C", "C", "C", "S", "C", "N", "H", "H", "N", "C", "C", "C", "C", "N", "C", "N", "N", "C", "O", "O", "H", "H", "H", "H", "H", "H", "H", "H", "H", "H", "H", "H", "H", "H", "N", "C", "S", "N", "C", "C", "C", "C", "C", "C", "H", "H", "H", "H", "H", "H", "H", "H"], "positions_angstrom": [[-0.41112, 0.13842, 0.35487], [-2.30633, -5.06966, -0.19127], [-2.26942, -3.77518, 0.29985], [-1.49579, -3.58911, 1.82821], [-2.98372, -2.92569, -0.35544], [-2.89778, -1.60607, -0.19936], [-3.94750, -0.91731, -0.45464], [-5.25552, -1.54595, -0.78617], [-6.41453, -1.17633, -0.10499], [-7.63815, -1.73550, -0.43603], [-7.71979, -2.67439, -1.45336], [-6.57129, -3.05565, -2.13200], [-5.34691, -2.49979, -1.79908], [-3.90822, 0.55786, -0.46615], [-4.93485, 1.25268, -1.12455], [-4.91575, 2.63116, -1.17141], [-3.88012, 3.30748, -0.55523], [-2.89066, 2.56006, 0.05711], [-2.88306, 1.23412, 0.09498], [-1.63507, -5.70128, 0.20582], [-2.44299, -5.14618, -1.18792], [-6.34641, -0.44289, 0.68845], [-8.53523, -1.44246, 0.09606], [-8.67829, -3.10383, -1.71817], [-6.63815, -3.78404, -2.93129], [-4.44950, -2.77879, -2.33063], [-5.72120, 0.70617, -1.62397], [-5.69435, 3.17043, -1.69783], [-3.82809, 4.38701, -0.57582], [-2.03334, 3.03788, 0.51621], [-0.91731, 1.15372, -2.34518], [0.22301, 2.42911, -2.62730], [0.56823, 2.68461, -3.96104], [1.50538, 3.64334, -4.33933], [1.87919, 3.78333, -5.69614], [2.18507, 3.87540, -6.80483], [2.10309, 4.43854, -3.33544], [1.74404, 4.21980, -2.00741], [0.84616, 3.22246, -1.60687], [0.58323, 3.04193, 0.09228], [3.05664, 5.43217, -3.65760], [3.83624, 6.25037, -3.89061], [0.09095, 2.08742, -4.72704], [2.19321, 4.83313, -1.23720], [2.07666, 0.16343, -1.06044], [2.80034, -1.09036, -1.23818], [4.12233, -0.80016, -2.01537], [5.28557, -1.81626, -2.16333], [5.65080, -2.65182, -0.92779], [4.75325, -3.76794, -0.82525], [4.19724, -4.19146, 0.25138], [4.41256, -3.72211, 1.53132], [3.38531, -5.28164, 0.16933], [1.83086, -2.12720, -1.85380], [2.37420, -3.24782, -2.34945], [0.64344, -1.96509, -1.86326], [1.62919, 0.46934, -1.91862], [2.66374, 0.90244, -0.69595], [3.04031, -1.47821, -0.23947], [4.54445, 0.06699, -1.49858], [3.83707, -0.48266, -3.02164], [6.16276, -1.23662, -2.46613], [5.06317, -2.52151, -2.96538], [5.68025, -1.99865, -0.04148], [6.65996, -3.05974, -1.06490], [3.22887, -3.46115, -1.85859], [4.72501, -2.76631, 1.59430], [3.66387, -3.94831, 2.17018], [3.16946, -5.50942, -0.79076], [2.53638, -5.23406, 0.76386], [-0.14533, -0.97974, 3.90568], [-0.29542, 0.33174, 4.17414], [-1.68585, 1.14107, 3.81333], [0.74494, 0.86141, 4.90307], [1.05247, 2.19953, 5.16998], [0.73422, 3.22761, 4.28358], [1.11683, 4.52446, 4.57722], [1.81449, 4.81632, 5.74129], [2.15676, 3.79113, 6.60848], [1.78022, 2.48894, 6.32438], [-0.77559, -1.40881, 3.23304], [0.78167, -1.37500, 3.88612], [1.32891, 0.18659, 5.37217], [0.22764, 3.01343, 3.35504], [0.89374, 5.31011, 3.86820], [2.11503, 5.83234, 5.96126], [2.73210, 4.00099, 7.50183], [2.06213, 1.68568, 6.99665]], "forces_ev_per_a": [[0.1, 0.0, 0.0], [-0.1, -0.2, -0.4], [0.2, 0.0, 1.2], [0.4, 0.1, 0.1], [-0.5, -0.4, -1.3], [0.7, 0.5, 0.6], [-0.3, -0.2, 0.0], [-0.2, -0.2, -0.1], [0.1, -0.2, 0.0], [-0.1, -0.1, 0.0], [-0.1, 0.0, 0.0], [0.0, 0.0, 0.0], [-0.1, 0.2, -0.1], [0.3, 0.9, 0.0], [0.1, -0.2, 0.0], [0.1, 0.1, 0.0], [-0.2, 0.1, 0.0], [0.1, 0.0, 0.2], [-0.9, -0.6, 0.1], [0.1, 0.1, 0.1], [0.0, 0.1, 0.0], [0.0, 0.0, 0.0], [0.0, 0.0, 0.0], [0.0, 0.0, 0.0], [0.0, 0.0, 0.0], [0.0, 0.0, 0.0], [0.0, 0.0, 0.0], [0.0, 0.0, 0.0], [0.1, 0.0, 0.1], [0.0, 0.0, -0.1], [0.1, 0.0, 0.0], [-0.1, 0.0, 0.0], [0.3, 0.2, -0.2], [-0.1, 0.0, 0.8], [0.1, 0.1, -0.7], [0.0, 0.0, 0.1], [-0.5, -0.6, 0.0], [0.1, 0.0, -0.3], [0.1, 0.2, -0.1], [0.0, -0.2, 0.4], [0.5, 0.5, -0.1], [-0.1, -0.1, 0.0], [0.0, 0.0, 0.0], [0.0, 0.0, 0.0], [0.2, -0.7, 0.0], [0.2, 0.4, -0.3], [0.2, -0.5, 0.1], [-0.4, 0.0, 0.2], [0.1, 0.2, 0.0], [-0.9, -0.3, -0.1], [1.0, 0.8, -0.4], [-0.2, 0.0, 0.0], [-1.5, -0.6, 0.8], [-0.4, 0.6, 0.5], [1.1, -0.7, 0.5], [0.3, 0.0, -0.3], [-0.1, 0.0, 0.0], [-0.1, 0.1, 0.0], [0.1, -0.1, 0.1], [-0.1, 0.1, -0.1], [0.0, 0.2, 0.1], [0.0, -0.1, 0.0], [0.1, 0.0, -0.1], [0.0, 0.0, 0.0], [0.0, 0.2, 0.1], [-0.4, 0.3, -0.7], [0.0, 0.0, 0.0], [0.1, 0.1, 0.1], [-0.1, 0.0, 0.1], [0.8, -0.1, -0.7], [0.2, -0.4, -0.2], [-0.4, 0.1, 0.4], [-0.2, 0.2, -0.2], [0.3, -0.3, -0.1], [0.0, 0.2, 0.0], [0.1, 0.0, -0.1], [0.0, 0.0, 0.1], [0.1, 0.1, 0.1], [0.0, 0.0, 0.0], [-0.1, -0.1, 0.0], [-0.2, 0.0, 0.0], [0.0, 0.1, 0.0], [0.0, 0.0, -0.1], [0.0, 0.0, 0.0], [-0.1, 0.0, 0.0], [0.0, 0.0, 0.0], [0.0, 0.0, 0.0], [-0.1, 0.0, 0.0]], "lowdin_charge": [0.489, 0.014, -0.963, 0.374, -0.043, 0.061, -0.203, -0.182, -0.051, -0.103, -0.121, -0.095, -0.030, -0.222, -0.029, -0.079, -0.067, -0.190, 0.009, 0.033, 0.071, 0.120, 0.091, 0.086, 0.092, 0.108, 0.105, 0.097, 0.097, 0.041, 0.526, -0.733, -0.096, -0.225, -0.218, 0.122, -0.227, -0.103, -0.747, 0.432, -0.220, 0.120, 0.096, 0.091, -0.018, -0.290, -0.133, -0.192, -0.247, 0.020, -0.560, 0.150, 0.131, -0.487, 0.072, 0.070, 0.036, 0.070, 0.137, 0.107, 0.122, 0.102, 0.102, 0.104, 0.109, 0.064, 0.079, 0.093, 0.095, 0.117, 0.074, -0.934, 0.630, 0.038, -0.258, -0.039, -0.074, -0.117, -0.117, -0.048, -0.017, 0.095, 0.132, 0.067, 0.106, 0.090, 0.091, 0.101], "fmax_ha_per_bohr": 0.034, "relative_energy_kj_mol": 216.7, "e_homo_ev": -1.499, "energy_ha": -3889.5727, "homo_lumo_gap_ev": 4.98, "total_charge": -2}



2.
{"formula": "C4H4N2O2", "method": "ωB97M-V with the def2-TZVPD basis set", "symbols": ["O", "C", "C", "C", "N", "O", "C", "N", "H", "H", "H", "H"], "positions_angstrom": [[-2.78047, -0.15772, 0.32309], [-1.56273, -0.08516, -0.12161], [-0.87831, 1.14325, -0.25732], [0.50241, 1.21335, -0.05508], [1.34687, 0.10670, 0.32820], [2.62274, -0.15757, -0.07042], [0.68030, -1.02842, -0.08830], [-0.67570, -1.27225, -0.16550], [-1.36469, 2.03670, -0.64394], [0.88688, 2.30142, 0.22440], [3.10553, 0.57782, 0.71330], [1.48585, -1.69294, -0.32007]], "forces_ev_per_a": [[5.0, 0.1, -2.6], [-3.3, -3.2, 3.8], [3.5, 1.1, -1.0], [-0.3, 3.3, 1.3], [-5.5, -0.8, -1.5], [4.3, 5.9, 4.0], [-5.1, -0.9, 0.8], [3.5, 2.3, -0.4], [-0.1, -0.1, 0.7], [-0.4, -2.5, -1.2], [-1.1, -3.6, -3.8], [-0.6, -1.6, -0.2]], "nbo_charge": [-0.557, 0.573, -0.307, -0.013, -0.161, -0.501, 0.278, -0.476, 0.249, 0.225, 0.487, 0.203], "fmax_ha_per_bohr": 0.163, "relative_energy_kj_mol": 560.8, "e_homo_ev": -9.494, "energy_ha": -414.6326, "homo_lumo_gap_ev": 9.03}